No. 1
{
  "formula": "C41H30NNiO2P2S",
  "method": "ωB97M-V with the def2-TZVPD basis set",
  "charge": -1,
  "spin_multiplicity": 3,
  "lumo_energy_ev": [2.4495, 1.5820],
  "e_above_lowest_kj_mol": 343.36,
  "homo_energy_ha": [-0.16169, -0.17141],
  "elements": ["Ni", "C", "C", "C", "C", "C", "C", "P", "C", "C", "C", "C", "C", "C", "C", "C", "C", "C", "C", "C", "C", "C", "C", "C", "H", "H", "H", "H", "H", "H", "H", "H", "H", "H", "H", "H", "H", "H", "H", "H", "O", "C", "C", "C", "C", "C", "C", "C", "P", "C", "C", "C", "C", "C", "C", "C", "C", "C", "C", "C", "C", "H", "H", "H", "H", "H", "H", "H", "H", "H", "H", "H", "H", "H", "H", "O", "S", "N"],
  "coordinates": [[0.057, -0.485, -1.180], [6.937, 0.930, -1.532], [6.260, 0.440, -2.640], [4.952, -0.010, -2.514], [4.312, 0.006, -1.277], [5.000, 0.502, -0.169], [6.303, 0.964, -0.296], [2.592, -0.632, -1.175], [1.961, 0.260, 0.257], [1.782, -0.334, 1.499], [1.427, 0.388, 2.628], [1.254, 1.799, 2.531], [1.394, 2.447, 1.358], [1.687, 1.737, 0.065], [2.783, -2.335, -0.603], [3.987, -2.905, -0.277], [4.061, -4.283, 0.021], [2.937, -5.056, -0.054], [1.682, -4.499, -0.411], [0.528, -5.305, -0.539], [-0.650, -4.732, -0.920], [-0.736, -3.338, -1.143], [0.329, -2.473, -0.982], [1.578, -3.101, -0.660], [7.955, 1.287, -1.631], [6.748, 0.416, -3.607], [4.418, -0.377, -3.383], [4.508, 0.520, 0.798], [6.826, 1.348, 0.572], [1.955, -1.401, 1.580], [1.293, -0.112, 3.577], [1.012, 2.364, 3.425], [1.263, 3.521, 1.316], [2.556, 2.210, -0.427], [4.893, -2.310, -0.256], [5.013, -4.724, 0.291], [2.988, -6.121, 0.152], [0.604, -6.369, -0.339], [-1.550, -5.329, -1.029], [-1.702, -2.946, -1.402], [0.621, 1.464, -2.105], [0.543, 1.915, -0.966], [-0.597, 2.811, -0.624], [-0.346, 4.181, -0.723], [-1.366, 5.091, -0.525], [-2.639, 4.621, -0.235], [-2.875, 3.261, -0.149], [-1.855, 2.311, -0.322], [-2.164, 0.451, -0.246], [-3.838, 0.664, -0.959], [-5.001, 0.680, -0.190], [-6.230, 0.921, -0.784], [-6.315, 1.139, -2.155], [-5.162, 1.116, -2.925], [-3.926, 0.894, -2.328], [-2.184, 0.299, 1.582], [-2.657, 1.268, 2.461], [-2.569, 1.085, 3.837], [-2.002, -0.072, 4.351], [-1.520, -1.041, 3.481], [-1.606, -0.858, 2.109], [0.650, 4.526, -0.977], [-1.175, 6.153, -0.616], [-3.457, 5.318, -0.091], [-3.887, 2.923, 0.035], [-4.937, 0.476, 0.872], [-7.128, 0.925, -0.178], [-7.276, 1.315, -2.622], [-5.220, 1.274, -3.995], [-3.023, 0.892, -2.931], [-3.092, 2.187, 2.092], [-2.949, 1.852, 4.502], [-1.937, -0.220, 5.423], [-1.072, -1.950, 3.864], [-1.245, -1.623, 1.432], [-4.333, -3.966, -0.497], [-4.312, -2.485, -0.493], [-3.118, -1.756, -0.025]],
  "mulliken_charge": [-0.042, -0.435, -0.730, -0.349, 0.064, 0.228, -0.816, 0.284, -0.207, -0.415, -0.930, -0.281, -1.248, 1.435, 0.948, -0.324, -0.907, -0.756, 1.055, -0.925, -0.734, -0.118, -1.290, 0.709, 0.371, 0.386, 0.412, 0.431, 0.401, 0.328, 0.446, 0.346, 0.496, 0.524, 0.356, 0.383, 0.347, 0.298, 0.443, 0.298, -0.653, 0.149, -0.672, -0.284, -0.747, -0.843, -0.384, 0.238, 1.211, -0.480, 0.363, -0.749, -0.566, -0.651, -0.512, 0.678, -0.330, -0.778, -0.597, -0.844, 0.013, 0.536, 0.382, 0.423, 0.474, 0.393, 0.404, 0.356, 0.382, 0.425, 0.365, 0.423, 0.353, 0.454, 0.509, -0.555, 0.075, -0.437]
}

No. 2
{
  "formula": "C40H46IMnN6O8S3",
  "method": "ωB97M-V with the def2-TZVPD basis set",
  "charge": 1,
  "spin_multiplicity": 6,
  "lumo_energy_ev": [-2.9977, -2.9973],
  "e_above_lowest_kj_mol": 3.22,
  "homo_energy_ha": [-0.34003, -0.35827],
  "elements": ["Mn", "O", "S", "C", "C", "C", "C", "S", "O", "C", "C", "C", "C", "C", "C", "C", "C", "C", "C", "C", "C", "H", "H", "H", "H", "H", "H", "H", "H", "H", "H", "H", "H", "H", "H", "H", "H", "H", "H", "I", "C", "C", "C", "C", "C", "C", "C", "C", "C", "C", "H", "H", "H", "H", "H", "H", "O", "C", "O", "C", "C", "C", "C", "C", "C", "N", "O", "O", "N", "O", "O", "H", "H", "H", "C", "N", "C", "S", "N", "C", "H", "H", "H", "H", "H", "H", "H", "H", "N", "C", "C", "N", "C", "C", "H", "H", "H", "H", "H", "H", "H", "H", "H", "H", "H"],
  "coordinates": [[0.013, 0.556, 0.612], [-1.463, 0.268, 2.124], [-2.967, 0.234, 1.959], [-3.386, -1.517, 2.140], [-2.790, -2.260, 3.334], [-1.259, -2.315, 3.442], [-0.579, -2.851, 2.189], [1.134, -2.300, 1.975], [1.085, -0.790, 2.023], [1.770, -2.774, 3.572], [2.022, -1.805, 4.526], [2.519, -2.195, 5.763], [2.757, -3.536, 6.027], [2.511, -4.497, 5.054], [2.023, -4.117, 3.815], [-3.594, 0.829, 3.517], [-2.709, 1.187, 4.519], [-3.217, 1.663, 5.721], [-4.587, 1.776, 5.904], [-5.462, 1.425, 4.884], [-4.967, 0.958, 3.677], [-3.092, -1.946, 1.180], [-4.478, -1.545, 2.178], [-3.188, -3.279, 3.290], [-3.183, -1.822, 4.254], [-1.002, -2.951, 4.291], [-0.872, -1.320, 3.652], [-1.043, -2.491, 1.271], [-0.554, -3.942, 2.146], [1.834, -0.766, 4.290], [2.723, -1.449, 6.519], [3.146, -3.835, 6.992], [2.708, -5.541, 5.259], [1.846, -4.860, 3.044], [-1.645, 1.101, 4.346], [-2.538, 1.950, 6.513], [-4.977, 2.149, 6.842], [-6.530, 1.528, 5.023], [-5.644, 0.707, 2.868], [1.841, 2.357, 2.258], [2.339, 3.348, 0.484], [3.086, 4.482, 0.628], [3.491, 5.213, -0.507], [3.136, 4.780, -1.746], [2.359, 3.605, -1.911], [2.017, 3.179, -3.219], [1.269, 2.052, -3.391], [0.847, 1.313, -2.262], [1.137, 1.644, -0.952], [1.925, 2.838, -0.786], [3.368, 4.827, 1.613], [4.080, 6.112, -0.379], [3.436, 5.329, -2.631], [2.348, 3.772, -4.064], [0.985, 1.730, -4.389], [0.243, 0.435, -2.477], [-1.686, -0.409, -0.774], [-0.864, -1.248, -1.226], [0.243, -1.492, -0.694], [-1.193, -1.945, -2.522], [-0.212, -2.701, -3.145], [-0.475, -3.260, -4.378], [-1.695, -3.128, -5.013], [-2.651, -2.375, -4.358], [-2.427, -1.774, -3.134], [-3.964, -2.182, -5.015], [-4.753, -1.443, -4.465], [-4.151, -2.762, -6.061], [0.607, -3.999, -5.060], [0.321, -4.629, -6.049], [1.724, -3.915, -4.578], [0.743, -2.842, -2.665], [-1.890, -3.577, -5.974], [-3.196, -1.178, -2.664], [-2.559, 2.242, -3.211], [-2.278, 2.300, -1.786], [-1.934, 3.327, -1.006], [-1.487, 3.032, 0.613], [-1.921, 4.599, -1.435], [-2.279, 5.176, -2.721], [-2.543, 1.190, -3.493], [-1.795, 2.749, -3.796], [-3.541, 2.639, -3.465], [-2.279, 1.410, -1.305], [-1.579, 5.231, -0.730], [-3.259, 4.842, -3.054], [-1.539, 4.964, -3.493], [-2.328, 6.254, -2.590], [4.313, -0.583, -2.873], [4.432, 0.577, -1.914], [4.550, 0.050, -0.489], [3.493, -0.876, -0.124], [3.407, -1.980, -1.063], [3.192, -1.520, -2.496], [5.190, -1.105, -2.890], [4.156, -0.222, -3.813], [3.525, 1.162, -2.046], [5.296, 1.168, -2.217], [4.537, 0.904, 0.189], [5.515, -0.453, -0.358], [2.600, -0.383, -0.095], [2.576, -2.626, -0.783], [4.326, -2.574, -0.996], [2.274, -0.939, -2.571], [3.183, -2.337, -3.218]],
  "mulliken_charge": [0.091, -0.363, 0.561, -0.826, -1.330, -0.396, 0.206, 0.411, -0.455, 0.296, -0.386, -0.774, -0.453, -0.806, -0.319, 0.479, -0.360, -0.783, -0.442, -0.764, -0.387, 0.358, 0.763, 0.513, 0.408, 0.638, 0.110, -0.891, 0.861, 0.358, 0.424, 0.402, 0.413, 0.424, 0.207, 0.430, 0.401, 0.407, 0.447, 0.280, -0.053, -0.611, -0.742, -1.073, 1.292, -1.397, -1.378, 0.363, 0.652, 0.913, 0.470, 0.423, 0.432, 0.418, 0.613, -0.076, -0.676, 0.133, 0.017, 0.318, -0.366, -0.565, -0.490, -0.756, -0.258, 1.081, -0.608, -0.623, 1.039, -0.603, -0.629, 0.626, 0.614, 0.886, -0.988, 0.229, 0.906, -0.487, -0.130, -1.018, 0.130, 0.347, 0.389, -0.172, 0.261, 0.310, 0.293, 0.376, -0.033, 0.067, -0.998, 0.213, -0.636, 0.140, 0.409, 0.385, -0.164, 0.442, 0.381, 0.462, -0.374, 0.084, 0.594, -0.236, 0.274]
}

No. 3
{
  "formula": "C5H15NO2",
  "method": "ωB97M-V with the def2-TZVPD basis set",
  "charge": 1,
  "spin_multiplicity": 2,
  "lumo_energy_ev": [-5.2089, -8.8375],
  "e_above_lowest_kj_mol": 249.05,
  "homo_energy_ha": [-0.49174, -0.48780],
  "elements": ["C", "C", "C", "C", "C", "N", "H", "H", "H", "H", "H", "H", "H", "H", "H", "H", "H", "H", "H", "O", "H", "H", "O"],
  "coordinates": [[-0.848, -1.897, 0.482], [-1.065, -1.423, -0.958], [-0.354, -0.086, -1.146], [1.813, 0.924, -1.795], [1.109, -0.179, -1.290], [-1.403, -0.994, 1.480], [-1.280, -2.890, 0.666], [0.237, -1.966, 0.653], [-2.139, -1.304, -1.115], [-0.663, -2.183, -1.638], [-0.719, 0.482, -2.012], [-0.539, 0.582, -0.283], [2.910, 0.949, -1.792], [1.343, 1.831, -2.174], [1.550, -1.110, -0.950], [-2.385, -0.816, 1.292], [-0.960, -0.068, 1.471], [1.414, -0.241, 1.748], [1.159, 0.925, 2.686], [1.401, 0.724, 1.761], [-0.874, 3.384, 0.890], [0.240, 2.207, 1.004], [0.052, 3.148, 1.022]],
  "mulliken_charge": [-0.577, -0.757, -0.076, -0.683, 0.254, -0.497, 0.350, 0.222, 0.327, 0.329, 0.488, 0.013, 0.308, 0.288, 0.448, 0.280, 0.263, 0.309, 0.340, -0.639, 0.339, 0.341, -0.670]
}

No. 4
{
  "formula": "C26H51N3O9",
  "method": "ωB97M-V with the def2-TZVPD basis set",
  "spin_multiplicity": 1,
  "lumo_energy_ev": -0.5803,
  "homo_energy_ha": -0.30449,
  "elements": ["C", "C", "C", "C", "C", "N", "C", "N", "C", "O", "O", "N", "C", "C", "C", "C", "C", "C", "O", "C", "H", "H", "H", "H", "H", "H", "H", "H", "H", "H", "H", "H", "H", "H", "H", "H", "H", "H", "H", "H", "H", "H", "H", "H", "H", "H", "H", "O", "C", "O", "C", "C", "C", "H", "H", "H", "H", "H", "H", "H", "H", "O", "C", "O", "C", "C", "C", "H", "H", "H", "H", "H", "H", "H", "H", "O", "C", "O", "C", "C", "C", "H", "H", "H", "H", "H", "H", "H", "H"],
  "coordinates": [[-0.085, -8.017, -0.848], [-0.242, -6.568, -0.107], [0.069, -5.363, -1.119], [-1.124, -4.994, -2.143], [-2.494, -5.768, -1.836], [-1.240, -3.500, -2.178], [-0.034, -2.749, -2.645], [1.078, -3.197, -3.205], [2.209, -2.289, -3.591], [3.374, -2.817, -3.739], [2.076, -0.949, -3.841], [-0.428, -1.341, -2.297], [-1.804, -1.323, -2.978], [-2.289, -2.894, -3.053], [-3.811, -2.783, -2.537], [-3.967, -2.775, -0.941], [-5.569, -2.832, -0.631], [-6.143, -4.334, -0.568], [-6.107, -5.045, -1.828], [-7.352, -4.940, -2.559], [-0.293, -7.799, -1.968], [-0.825, -8.781, -0.423], [0.994, -8.387, -0.796], [0.610, -6.555, 0.683], [-1.212, -6.469, 0.485], [0.399, -4.446, -0.501], [0.975, -5.669, -1.776], [-0.794, -5.317, -3.208], [-2.339, -6.908, -1.974], [-3.369, -5.486, -2.514], [-2.800, -5.647, -0.726], [1.190, -4.201, -3.411], [-0.638, -1.461, -1.288], [-1.560, -0.872, -3.999], [-2.470, -0.649, -2.323], [-2.083, -3.150, -4.153], [-4.231, -1.768, -2.910], [-4.426, -3.588, -3.073], [-3.608, -1.785, -0.453], [-3.398, -3.609, -0.402], [-5.821, -2.285, 0.340], [-6.154, -2.291, -1.472], [-5.543, -4.878, 0.256], [-7.236, -4.291, -0.196], [-8.047, -4.107, -2.181], [-7.071, -4.677, -3.652], [-7.945, -5.926, -2.609], [3.296, 1.525, 1.601], [3.908, 1.581, 0.552], [3.274, 1.895, -0.589], [3.934, 2.160, -1.838], [4.225, 0.874, -2.585], [5.364, 1.211, 0.496], [4.827, 2.772, -1.687], [3.242, 2.767, -2.426], [4.902, 0.226, -2.022], [4.676, 1.085, -3.556], [3.303, 0.306, -2.741], [5.457, 0.126, 0.434], [5.844, 1.562, 1.413], [5.905, 1.672, -0.327], [4.125, 7.372, 6.179], [4.276, 6.442, 5.419], [4.397, 6.662, 4.097], [4.754, 5.654, 3.137], [3.537, 4.868, 2.695], [4.238, 5.025, 5.921], [5.554, 5.015, 3.518], [5.169, 6.185, 2.277], [3.078, 4.334, 3.530], [3.805, 4.141, 1.926], [2.774, 5.541, 2.294], [3.199, 4.707, 6.021], [4.722, 4.994, 6.900], [4.777, 4.320, 5.292], [1.198, 7.345, 0.832], [0.532, 7.302, 1.842], [-0.265, 6.244, 2.087], [-0.951, 6.017, 3.326], [-2.267, 6.767, 3.367], [0.509, 8.465, 2.794], [-0.307, 6.248, 4.179], [-1.149, 4.943, 3.373], [-2.117, 7.847, 3.305], [-2.808, 6.546, 4.289], [-2.891, 6.486, 2.515], [-0.190, 9.218, 2.426], [1.513, 8.894, 2.837], [0.251, 8.194, 3.816]],
  "mulliken_charge": [-1.045, -0.487, -0.657, 0.398, -1.294, 0.464, -0.081, 0.192, 0.344, -0.662, -0.659, -0.397, -0.770, 0.049, -1.100, 0.009, -0.670, -0.593, -0.308, -0.709, 0.284, 0.271, 0.325, 0.351, 0.282, 0.285, 0.261, 0.279, 0.316, 0.310, 0.098, 0.291, 0.374, 0.281, 0.417, 0.257, 0.529, 0.161, 0.383, 0.044, 0.378, 0.247, 0.296, 0.412, 0.356, 0.233, 0.226, -0.604, 0.843, -0.353, -0.430, -0.719, -1.097, 0.314, 0.348, 0.238, 0.392, 0.155, 0.284, 0.310, 0.368, -0.585, 0.753, -0.379, -0.652, -0.035, -0.882, 0.426, 0.339, 0.293, -0.119, -0.044, 0.216, 0.302, 0.328, -0.573, 0.845, -0.351, -0.330, -1.014, -1.085, 0.289, 0.354, 0.274, 0.362, 0.300, 0.291, 0.297, 0.355]
}

No. 5
{
  "formula": "C35H30N2OP2PdS",
  "method": "ωB97M-V with the def2-TZVPD basis set",
  "spin_multiplicity": 1,
  "lumo_energy_ev": 0.2744,
  "e_above_lowest_kj_mol": 19.38,
  "homo_energy_ha": -0.27016,
  "elements": ["Pd", "C", "P", "C", "C", "C", "C", "C", "C", "C", "C", "C", "C", "C", "C", "C", "C", "C", "C", "C", "P", "C", "C", "C", "C", "C", "C", "C", "C", "C", "C", "C", "C", "N", "H", "H", "H", "H", "H", "H", "H", "H", "H", "H", "H", "H", "H", "H", "H", "H", "H", "H", "H", "H", "H", "H", "H", "H", "H", "H", "O", "N", "C", "C", "C", "C", "C", "S", "H", "H", "H", "H"],
  "coordinates": [[-0.177, 0.006, -0.202], [-0.396, 3.261, -0.379], [0.957, 1.994, -0.309], [2.027, 2.381, -1.712], [2.404, 3.689, -2.017], [3.181, 3.950, -3.135], [3.574, 2.906, -3.962], [3.185, 1.606, -3.673], [2.414, 1.340, -2.551], [1.818, 2.379, 1.249], [3.007, 3.095, 1.328], [3.598, 3.335, 2.561], [3.010, 2.862, 3.725], [1.825, 2.143, 3.652], [1.235, 1.899, 2.421], [-1.704, 2.570, -0.152], [-3.001, 3.033, -0.137], [-3.842, 1.910, 0.078], [-3.024, 0.810, 0.195], [-3.307, -0.633, 0.460], [-1.813, -1.590, -0.050], [-1.858, -3.064, 0.991], [-2.986, -3.886, 0.987], [-3.051, -4.982, 1.832], [-1.996, -5.258, 2.693], [-0.882, -4.432, 2.715], [-0.814, -3.335, 1.867], [-2.157, -2.124, -1.753], [-2.045, -3.445, -2.173], [-2.295, -3.779, -3.497], [-2.661, -2.799, -4.406], [-2.764, -1.476, -3.994], [-2.506, -1.136, -2.677], [-1.717, 1.216, 0.069], [-0.360, 3.754, -1.353], [-0.204, 4.022, 0.381], [2.073, 4.514, -1.397], [3.472, 4.967, -3.365], [4.181, 3.109, -4.836], [3.487, 0.791, -4.318], [2.137, 0.324, -2.300], [3.501, 3.440, 0.431], [4.527, 3.889, 2.608], [3.475, 3.048, 4.685], [1.361, 1.763, 4.553], [0.315, 1.328, 2.367], [-3.311, 4.057, -0.271], [-4.919, 1.909, 0.144], [-4.179, -0.998, -0.085], [-3.472, -0.823, 1.525], [-3.810, -3.675, 0.316], [-3.925, -5.621, 1.820], [-2.048, -6.115, 3.353], [-0.064, -4.637, 3.394], [0.051, -2.686, 1.882], [-1.739, -4.214, -1.475], [-2.198, -4.809, -3.816], [-2.860, -3.062, -5.437], [-3.037, -0.704, -4.702], [-2.576, -0.100, -2.364], [3.162, 0.243, -0.349], [3.310, -0.725, 0.485], [4.253, -0.595, 1.454], [4.544, -1.612, 2.324], [3.852, -2.814, 2.213], [2.865, -2.925, 1.261], [2.545, -1.871, 0.395], [1.267, -1.981, -0.762], [4.748, 0.364, 1.436], [5.316, -1.465, 3.065], [4.077, -3.644, 2.869], [2.290, -3.835, 1.156]],
  "mulliken_charge": [0.127, -0.707, 0.903, 0.469, -0.357, -0.744, -0.493, -0.835, -0.155, 0.365, -0.255, -0.713, -0.515, -0.784, -0.417, -0.155, -0.995, -1.141, -0.166, -0.692, 1.169, 0.182, -0.137, -0.748, -0.499, -0.577, -0.619, 0.820, -0.329, -0.746, -0.471, -0.813, -0.691, 0.319, 0.473, 0.434, 0.420, 0.416, 0.381, 0.429, 0.174, 0.430, 0.404, 0.398, 0.430, 0.441, 0.502, 0.491, 0.505, 0.483, 0.396, 0.401, 0.389, 0.434, 0.436, 0.432, 0.406, 0.385, 0.437, 0.285, -0.455, 0.088, -0.101, -0.801, -0.383, -0.736, 0.448, -0.291, 0.474, 0.414, 0.402, 0.522]
}